No. 1
This record from the OMol25 dataset describes a molecular structure, C55H44AgNP4S2Te at a distorted geometry. The level of theory is ωB97M-V with the def2-TZVPD basis set.

Orbital gap: 5.6041 eV
Charge: -2
E_HOMO: -1.78 eV
DFT total energy: -4753.8416 Eh

Geometry as XYZ:
```
108
Properties=species:S:1:pos:R:3:mulliken_charge:R:1
Ag 0.037 -0.036 -0.446 -0.48
S -2.760 -1.535 -0.109 -0.54
P -2.845 0.434 0.237 1.99
C -1.377 1.224 0.636 -0.07
P -1.002 2.893 0.477 1.45
S 0.904 3.362 0.852 -0.58
C -2.055 3.978 1.573 -0.33
C -1.650 5.291 1.833 -0.84
C -2.422 6.132 2.627 -0.65
C -3.616 5.677 3.184 -0.57
C -4.032 4.379 2.930 -0.87
C -3.254 3.541 2.127 0.29
C -1.440 3.734 -1.143 0.36
C -2.751 4.108 -1.438 -0.16
C -3.074 4.753 -2.630 -0.53
C -2.079 5.062 -3.548 -0.78
C -0.762 4.731 -3.254 -0.73
C -0.451 4.077 -2.063 -0.59
C -3.795 1.159 -1.183 0.45
C -3.470 0.743 -2.478 -1.15
C -4.088 1.311 -3.587 -0.79
C -5.064 2.292 -3.424 -0.44
C -5.403 2.708 -2.146 -0.50
C -4.758 2.157 -1.038 -0.35
C -4.056 0.514 1.653 -0.74
C -3.503 0.473 2.938 -0.18
C -4.315 0.396 4.065 -0.66
C -5.700 0.365 3.932 -0.54
C -6.261 0.381 2.661 -0.75
C -5.443 0.441 1.532 -0.05
H -0.713 5.636 1.413 0.34
H -2.089 7.146 2.818 0.37
H -4.209 6.328 3.817 0.35
H -4.958 4.006 3.353 0.46
H -3.585 2.530 1.941 0.23
H -3.534 3.911 -0.716 0.22
H -4.107 5.020 -2.834 0.51
H -2.325 5.577 -4.473 0.35
H 0.031 5.001 -3.943 0.43
H 0.576 3.878 -1.806 0.43
H -2.733 -0.042 -2.597 0.52
H -3.815 0.980 -4.583 0.40
H -5.545 2.737 -4.288 0.35
H -6.158 3.476 -2.007 0.37
H -5.012 2.514 -0.046 0.18
H -2.423 0.511 3.028 0.56
H -3.863 0.360 5.050 0.42
H -6.337 0.320 4.809 0.36
H -7.339 0.333 2.545 0.40
H -5.894 0.409 0.549 0.44
Te 3.934 -2.619 1.748 0.42
C 5.042 -4.114 0.718 0.09
C 5.264 -4.040 -0.652 0.05
C 5.961 -5.063 -1.281 -0.39
N 6.446 -6.150 -0.657 -0.68
C 6.225 -6.208 0.661 -0.31
C 5.546 -5.230 1.379 -0.43
C 2.726 -1.977 0.144 -1.01
P 2.681 -0.164 -0.191 1.27
C 2.256 -0.174 -2.008 0.00
C 2.374 -1.281 -2.854 -0.36
C 1.984 -1.200 -4.185 -0.78
C 1.461 -0.011 -4.698 -0.71
C 1.347 1.098 -3.875 -0.21
C 1.745 1.014 -2.542 -0.48
C 4.459 0.357 -0.316 0.07
C 5.032 0.965 0.808 -0.25
C 6.358 1.388 0.800 -0.64
C 7.131 1.229 -0.346 -0.42
C 6.570 0.645 -1.475 -0.77
C 5.245 0.214 -1.458 -0.20
P 0.963 -2.366 0.270 0.99
C 0.371 -2.245 2.018 1.11
C -0.694 -3.027 2.468 -0.44
C -1.220 -2.856 3.744 -0.76
C -0.702 -1.879 4.585 -0.50
C 0.340 -1.076 4.140 -0.80
C 0.871 -1.261 2.868 -0.61
C 0.986 -4.189 -0.023 0.16
C 0.965 -4.614 -1.356 -0.30
C 1.203 -5.941 -1.692 -0.66
C 1.460 -6.875 -0.694 -0.44
C 1.453 -6.473 0.636 -0.64
C 1.214 -5.141 0.970 -0.27
H 4.869 -3.201 -1.214 0.25
H 6.142 -5.013 -2.352 0.36
H 6.603 -7.094 1.170 0.33
H 5.396 -5.353 2.448 0.31
H 2.762 -2.207 -2.440 0.41
H 2.076 -2.071 -4.826 0.41
H 1.137 0.040 -5.732 0.35
H 0.931 2.024 -4.256 0.39
H 1.692 1.872 -1.890 0.40
H 4.416 1.117 1.688 0.40
H 6.785 1.852 1.682 0.38
H 8.159 1.570 -0.363 0.36
H 7.166 0.523 -2.373 0.38
H 4.817 -0.242 -2.345 0.27
H -1.129 -3.765 1.804 0.46
H -2.056 -3.466 4.068 0.36
H -1.126 -1.729 5.574 0.35
H 0.729 -0.286 4.772 0.42
H 1.660 -0.607 2.524 0.18
H 0.770 -3.882 -2.133 0.36
H 1.196 -6.248 -2.733 0.40
H 1.661 -7.908 -0.950 0.35
H 1.652 -7.196 1.421 0.37
H 1.213 -4.839 2.006 0.34
```

***

No. 2
This record from the OMol25 dataset describes a molecular structure, C55H44AsN5O6PSr. The level of theory is ωB97M-V with the def2-TZVPD basis set.

Orbital gap: 5.5153 eV
Charge: -1
E_HOMO: -3.31 eV
DFT total energy: -5455.5539 Eh

Geometry as XYZ:
```
113
Properties=species:S:1:pos:R:3:mulliken_charge:R:1
Sr 0.345 -1.164 0.866 1.10
O 4.007 -3.261 2.637 -0.73
C 4.548 -3.704 1.492 0.15
C 5.930 -3.905 1.441 -0.56
C 6.528 -4.335 0.271 -0.38
C 5.764 -4.571 -0.871 -0.78
C 4.396 -4.373 -0.818 -0.38
C 3.770 -3.949 0.352 0.26
C 2.310 -3.680 0.409 0.70
O 1.829 -3.187 1.479 -0.76
N 1.602 -3.970 -0.679 -1.46
N 0.363 -3.422 -0.578 1.29
C -0.596 -3.941 -1.234 -1.50
C -1.921 -3.307 -1.159 1.04
C -3.009 -3.845 -1.840 -0.83
C -4.230 -3.196 -1.777 -0.58
C -4.339 -2.034 -1.031 -0.88
C -3.208 -1.579 -0.366 -0.47
N -2.030 -2.189 -0.428 0.75
H 3.043 -3.099 2.437 0.39
H 6.507 -3.717 2.338 0.47
H 7.602 -4.484 0.246 0.37
H 6.235 -4.898 -1.789 0.40
H 3.772 -4.539 -1.686 0.46
H -0.458 -4.843 -1.831 0.22
H -2.884 -4.754 -2.415 0.49
H -5.088 -3.594 -2.306 0.39
H -5.271 -1.491 -0.956 0.49
H -3.238 -0.681 0.243 0.55
O -0.794 -1.217 3.009 0.23
C -1.514 -1.755 3.887 -2.43
C -2.272 -0.688 4.668 1.51
C -2.741 -1.028 5.932 -0.95
C -3.439 -0.118 6.709 -0.48
C -3.714 1.144 6.196 -0.81
C -3.281 1.487 4.923 -0.30
C -2.548 0.584 4.147 -0.34
P -1.933 1.017 2.478 1.58
C -2.974 2.524 2.142 -0.09
C -4.331 2.292 1.884 0.04
C -5.190 3.326 1.549 -0.94
C -4.704 4.624 1.429 -0.35
C -3.360 4.868 1.661 -0.80
C -2.505 3.829 2.022 -0.11
C -0.312 1.804 2.818 0.64
C 0.437 2.238 1.724 0.62
C 1.686 2.818 1.904 -0.74
C 2.205 2.962 3.181 -0.69
C 1.471 2.522 4.275 -0.90
C 0.221 1.947 4.096 -1.13
H -2.532 -2.033 6.284 0.43
H -3.775 -0.388 7.703 0.37
H -4.267 1.866 6.785 0.41
H -3.509 2.474 4.541 0.45
H -4.715 1.279 1.967 0.38
H -6.240 3.120 1.375 0.40
H -5.368 5.434 1.154 0.35
H -2.969 5.874 1.569 0.39
H -1.461 4.043 2.215 0.39
H 0.047 2.094 0.722 -0.09
H 2.267 3.126 1.042 0.40
H 3.187 3.398 3.324 0.38
H 1.882 2.611 5.273 0.37
H -0.336 1.588 4.953 0.34
C 5.205 -0.343 2.804 -1.16
N 4.569 -0.187 1.508 0.69
C 5.320 0.028 0.389 -0.45
C 4.771 0.204 -0.821 -1.26
C 3.318 0.126 -0.948 -0.32
O 2.760 0.266 -2.048 -0.55
N 2.603 -0.086 0.188 0.97
C 3.176 -0.233 1.403 -0.07
O 2.491 -0.427 2.417 -0.55
H 5.557 0.620 3.184 0.32
H 6.044 -1.033 2.718 0.38
H 4.475 -0.757 3.490 0.28
H 6.391 0.038 0.552 0.46
H 5.374 0.361 -1.703 0.47
O -0.349 0.445 -0.853 2.92
As -0.487 0.632 -2.488 -0.08
C -0.243 -0.920 -3.588 0.72
C -1.341 -1.741 -3.829 -0.60
C -1.181 -2.904 -4.568 -0.81
C 0.072 -3.244 -5.059 -0.65
C 1.165 -2.424 -4.814 -0.77
C 1.018 -1.258 -4.076 -0.43
C -2.306 1.201 -2.803 0.49
C -2.919 1.166 -4.051 -0.36
C -4.216 1.637 -4.197 -0.76
C -4.894 2.151 -3.099 -0.75
C -4.280 2.194 -1.855 -0.30
C -2.985 1.716 -1.703 -0.05
C 0.598 2.061 -3.155 0.67
C 0.589 2.404 -4.498 -0.44
C 1.359 3.472 -4.937 -0.76
C 2.128 4.187 -4.028 -0.62
C 2.136 3.833 -2.685 -0.68
C 1.375 2.762 -2.245 -0.15
H -2.316 -1.487 -3.431 0.27
H -2.032 -3.550 -4.743 0.43
H 0.199 -4.159 -5.624 0.39
H 2.145 -2.701 -5.180 0.43
H 1.874 -0.640 -3.838 0.36
H -2.395 0.759 -4.908 0.32
H -4.698 1.602 -5.166 0.40
H -5.906 2.521 -3.215 0.42
H -4.799 2.602 -0.997 0.29
H -2.500 1.729 -0.733 -0.21
H -0.008 1.840 -5.207 0.32
H 1.362 3.743 -5.985 0.39
H 2.731 5.019 -4.370 0.39
H 2.750 4.382 -1.981 0.45
H 1.400 2.440 -1.211 -0.18
```